No. 1
72
Properties=species:S:1:pos:R:3:forces:R:3 method="wB97M-V/def2-TZVPD" spin_multiplicity=2 s_squared=0.936 homo_lumo_gap_ev="6.92 / 7.02" e_homo_ev="-4.702 / -4.802" total_charge=-1
Mn -0.45940 -0.01360 -0.49690 -0.55 0.51 2.38
C -2.30760 -3.51190 2.14690 0.13 0.12 -0.11
C -1.67500 -2.39530 2.92200 0.05 0.21 -0.45
N -1.60900 -2.52330 4.22840 -0.19 -0.34 0.18
C -1.01850 -1.57670 4.94000 0.21 0.33 0.16
C -0.45490 -0.43070 4.39220 -0.04 -0.23 0.14
C 0.29130 0.48500 5.33390 -0.33 -0.02 0.22
O 1.68020 0.58640 5.07070 0.33 0.05 0.07
C -0.51670 -0.25450 3.00410 -0.40 -0.22 -0.32
C 0.26720 0.88340 2.36420 0.08 -0.13 -0.04
N -0.28250 1.42150 1.13150 -0.06 -1.40 -1.25
C -0.45520 2.74560 0.97620 -0.14 -0.22 -0.13
C 0.09430 3.76920 1.79790 0.00 -0.16 0.16
C -0.15210 5.10570 1.59000 -0.03 0.02 -0.03
C -0.96450 5.53630 0.55210 -0.05 0.18 -0.02
C -1.51040 4.58350 -0.29040 -0.03 -0.04 -0.17
C -1.24650 3.25180 -0.08190 -0.41 -0.43 -0.59
I -2.14430 1.83880 -1.50920 0.73 0.61 1.06
C -1.13520 -1.27150 2.22240 0.43 0.67 1.09
O -1.15560 -1.26780 0.93360 0.13 0.19 -2.20
H -2.12430 -4.46430 2.64150 -0.03 0.02 0.06
H -1.90720 -3.52760 1.13620 -0.07 -0.07 -0.07
H -3.38410 -3.35180 2.08490 -0.11 -0.05 -0.08
H -0.96660 -1.76350 6.00620 0.04 0.13 0.13
H 0.15780 0.11130 6.36220 -0.17 0.12 -0.21
H -0.09270 1.50980 5.29680 -0.01 -0.05 -0.01
H 1.99050 -0.27480 4.76540 -0.01 0.07 -0.03
H 0.31470 1.67530 3.12390 0.05 -0.07 -0.09
H 0.76450 3.49850 2.60050 -0.07 -0.04 -0.05
H 0.31980 5.82760 2.24420 0.00 0.04 0.04
H -1.16600 6.58250 0.39190 -0.02 0.15 -0.03
H -2.13940 4.87510 -1.11590 -0.08 0.10 -0.11
F 1.64320 1.01900 -4.01070 -0.22 -0.04 0.10
C 2.60220 0.13820 -3.72420 -0.07 0.13 -0.11
F 3.57310 0.79910 -3.08680 -0.13 -0.33 0.35
F 3.11230 -0.30200 -4.87310 -0.07 -0.28 0.02
S 1.90040 -1.28490 -2.71080 1.24 0.63 -1.18
O 1.38500 -0.63510 -1.52610 -0.40 0.34 0.60
O 3.00240 -2.16610 -2.52760 -0.03 -0.17 0.03
N 0.81780 -1.78070 -3.72700 -0.08 -0.14 0.51
S -0.62150 -2.15540 -3.20560 -0.42 -0.57 -1.30
O -0.80320 -3.53240 -2.89470 0.01 -0.19 -0.02
O -1.18340 -1.18980 -2.30210 -0.34 0.56 0.75
C -1.56410 -1.85760 -4.81120 -0.01 0.11 -0.16
F -2.87960 -1.99260 -4.62880 0.12 -0.06 0.41
F -1.21460 -2.70450 -5.78100 0.28 -0.07 0.33
F -1.34130 -0.61890 -5.24980 0.11 0.10 0.13
C 5.82540 -2.65450 3.12590 0.10 -0.02 -0.09
C 5.72420 -1.27350 3.15150 0.09 0.00 0.06
C 4.53120 -0.65420 2.83620 -0.04 -0.02 -0.08
C 3.40940 -1.40680 2.49250 0.40 -0.26 0.01
C 3.52830 -2.79840 2.45820 0.05 0.10 -0.10
C 4.72740 -3.41510 2.75400 0.07 -0.05 0.06
C 2.08220 -0.83740 2.34490 -0.37 0.37 -0.28
C 1.71480 0.43290 2.15080 -0.16 -0.38 0.13
C 2.62010 1.53050 1.76890 0.14 0.25 -0.06
C 3.01150 1.69230 0.44520 0.02 -0.14 0.03
C 3.82320 2.75420 0.08340 0.02 0.10 -0.06
C 4.22240 3.68300 1.02950 0.07 0.05 0.00
C 3.82380 3.53370 2.34950 0.08 0.06 0.09
C 3.02970 2.46310 2.71990 0.03 -0.07 -0.04
H 6.75710 -3.13080 3.38930 0.11 -0.09 0.01
H 6.57310 -0.66870 3.43780 0.09 0.01 0.02
H 4.45170 0.41750 2.87810 0.09 0.12 0.05
H 2.66170 -3.39090 2.19850 -0.07 -0.05 -0.01
H 4.80090 -4.49120 2.71040 0.02 -0.12 0.02
H 1.29860 -1.55960 2.53150 -0.12 0.00 0.05
H 2.68410 0.97470 -0.29600 0.03 -0.01 0.03
H 4.14520 2.85970 -0.94200 -0.02 0.01 -0.13
H 4.84440 4.52010 0.73930 0.02 0.01 0.00
H 4.13900 4.25360 3.09390 0.01 0.02 0.03
H 2.72890 2.30990 3.74830 -0.02 0.06 0.07

No. 2
64
Properties=species:S:1:pos:R:3:forces:R:3 method="wB97M-V/def2-TZVPD" spin_multiplicity=4 s_squared=3.765 homo_lumo_gap_ev="8.01 / 7.49" e_homo_ev="-10.882 / -11.523" total_charge=+1
Re 1.17361 0.57301 -0.53610 0.49 -0.04 0.33
O -0.77302 3.81153 -1.24814 0.02 -0.01 -0.01
C -0.84621 2.62918 -1.06612 -0.08 0.02 -0.10
O 0.05180 1.78158 -1.59780 -0.17 -0.11 -0.08
C -1.98585 2.02533 -0.27357 0.00 -0.02 0.01
C -2.92850 2.93464 0.19151 -0.02 0.02 0.01
C -4.02649 2.51762 0.92791 0.02 0.01 -0.02
C -4.19435 1.17320 1.21077 0.01 0.00 0.00
C -3.26281 0.25195 0.75438 -0.04 -0.03 0.02
C -2.15996 0.65949 0.01012 0.02 0.02 -0.02
P -0.98254 -0.61039 -0.54235 -0.14 0.08 0.07
C -1.43634 -1.05887 -2.22750 0.00 -0.03 -0.05
C -2.31790 -0.28173 -2.97166 0.02 -0.01 0.01
C -2.61886 -0.64005 -4.27786 0.00 0.00 -0.01
C -2.04538 -1.77042 -4.83862 -0.01 0.00 -0.01
C -1.16646 -2.54973 -4.09653 0.01 0.00 0.01
C -0.85688 -2.19457 -2.79504 0.00 0.01 -0.04
C -1.25495 -2.07744 0.46967 0.00 0.02 0.06
C -0.61079 -2.17551 1.70206 -0.02 -0.03 -0.02
C -0.85452 -3.25949 2.53016 0.00 0.00 0.00
C -1.73882 -4.25156 2.12987 0.01 0.00 0.01
C -2.38139 -4.15992 0.90312 0.00 -0.01 0.01
C -2.14348 -3.07595 0.07298 -0.02 0.01 -0.03
H -2.77890 3.97957 -0.04180 0.00 0.00 0.00
H -4.74604 3.24482 1.27919 0.00 0.00 0.00
H -5.04570 0.83488 1.78608 0.00 0.00 0.00
H -3.39775 -0.79608 0.98744 0.00 0.00 0.00
H -2.77388 0.59861 -2.53781 0.00 0.00 0.00
H -3.30529 -0.03501 -4.85457 0.00 0.00 0.00
H -2.28687 -2.04964 -5.85561 0.00 0.00 0.00
H -0.72589 -3.43632 -4.53317 0.00 0.00 0.00
H -0.17569 -2.80464 -2.21443 0.01 0.00 0.00
H 0.08679 -1.41145 2.01551 0.02 0.03 0.00
H -0.35029 -3.33285 3.48433 0.00 0.00 0.00
H -1.92545 -5.10012 2.77461 0.00 0.00 0.00
H -3.07117 -4.93285 0.59173 0.00 0.00 0.00
H -2.64806 -3.00766 -0.88264 0.00 0.00 0.02
O 1.81060 -0.84672 -1.82404 -0.08 0.08 -0.08
N 3.08176 -0.80531 -2.28525 0.02 0.07 -0.07
C 3.48838 -1.90129 -2.96322 -0.03 0.00 0.00
C 4.73939 -1.94990 -3.50266 -0.01 -0.01 0.01
C 5.58272 -0.84553 -3.33801 0.01 0.00 0.00
C 5.14411 0.25160 -2.64256 0.01 0.00 0.00
C 3.85435 0.28382 -2.09238 0.00 -0.06 -0.03
S 3.23874 1.63626 -1.22686 0.07 -0.02 0.05
H 2.74833 -2.68389 -3.02357 0.01 -0.01 -0.02
H 5.05221 -2.83159 -4.04047 0.00 0.00 0.00
H 6.58068 -0.85606 -3.75387 0.00 0.00 0.00
H 5.77590 1.11526 -2.49585 -0.02 0.01 0.00
O 2.15966 -0.36345 1.02780 -0.05 0.09 -0.07
N 2.18425 0.29128 2.14265 -0.03 0.01 0.02
N 1.52420 1.36145 2.13599 0.05 -0.10 -0.07
O 0.87602 1.78106 1.04719 -0.07 -0.02 0.03
C 1.43419 2.19575 3.30770 -0.01 -0.02 0.02
C 0.96566 3.48852 3.14782 0.02 -0.01 0.05
C 0.88469 4.29402 4.27395 -0.01 0.01 -0.01
C 1.26316 3.80664 5.51544 -0.01 0.03 0.00
C 1.72507 2.50343 5.64627 0.00 -0.03 -0.02
C 1.81298 1.67832 4.53841 -0.01 0.06 0.00
H 0.67613 3.85461 2.17414 0.00 -0.01 0.00
H 0.52515 5.30877 4.17380 0.00 0.00 0.00
H 1.19587 4.44439 6.38630 0.00 -0.01 0.00
H 2.01426 2.12361 6.61634 0.00 0.00 0.00
H 2.16585 0.66178 4.62482 0.01 -0.01 0.00

No. 3
65
Properties=species:S:1:pos:R:3:forces:R:3 method="wB97M-V/def2-TZVPD" homo_lumo_gap_ev=6.65 e_homo_ev=-10.237 e_above_lowest_ev=0.189 total_charge=+1
Pd -0.33988 1.08701 1.41943 -0.08 0.29 -0.03
O -1.66411 3.72197 -1.95330 -0.07 -0.10 0.13
C -0.42024 4.12130 -2.29909 0.10 0.03 -0.02
C -0.31872 4.95404 -3.41253 0.00 -0.01 0.01
C 0.91265 5.40345 -3.83545 0.01 0.00 0.00
C 2.07412 5.03090 -3.15960 0.00 -0.01 0.00
C 1.97913 4.20922 -2.06027 -0.02 0.01 0.01
C 0.73886 3.74035 -1.60499 -0.03 0.03 -0.02
C 0.70097 2.86178 -0.42156 -0.28 0.07 -0.34
O -0.47503 2.45482 0.01637 -0.20 0.04 -0.06
N 1.79912 2.51006 0.14068 0.46 -0.09 0.14
N 1.58213 1.74642 1.29352 0.06 -0.17 0.13
C 2.59303 1.80236 2.09007 -0.02 -0.01 0.03
S 2.62529 1.03789 3.66167 0.12 0.17 0.07
C 4.03778 2.00871 4.25456 -0.01 0.01 0.00
C 4.97796 2.19176 3.08297 0.02 0.01 0.02
S 4.00347 2.72848 1.64995 -0.05 -0.03 0.01
H -1.56922 3.15208 -1.17026 0.07 0.07 -0.09
H -1.22945 5.22967 -3.92598 -0.01 0.00 0.00
H 0.97414 6.04996 -4.70083 0.00 0.00 -0.01
H 3.03956 5.38176 -3.49503 0.01 0.00 0.00
H 2.86685 3.90616 -1.52363 0.01 0.00 0.01
H 4.49326 1.44568 5.06781 0.02 0.01 0.00
H 3.67374 2.96325 4.63162 0.01 -0.01 0.00
H 5.50045 1.26624 2.84342 -0.01 0.01 -0.01
H 5.71107 2.97197 3.28398 0.00 0.00 0.01
C -9.13419 -6.05856 9.01071 0.00 0.00 0.00
O -9.41231 -5.05532 8.04469 0.02 0.02 -0.02
C -8.37606 -4.48938 7.39659 -0.01 -0.01 0.01
C -8.70794 -3.50840 6.45652 0.00 -0.02 0.02
C -7.72229 -2.87172 5.74230 0.00 -0.01 0.00
C -6.37548 -3.19385 5.94294 -0.01 0.00 0.00
C -6.05516 -4.16825 6.87891 -0.01 0.00 0.00
C -7.03914 -4.81896 7.60756 -0.03 0.01 -0.01
C -5.36009 -2.49435 5.16176 0.00 0.01 0.01
N -5.60227 -1.54856 4.27872 0.01 -0.03 0.01
C -4.38079 -1.18020 3.79985 0.06 -0.01 0.01
C -3.37031 -1.91023 4.39630 0.00 0.05 -0.04
N -4.01618 -2.75105 5.26730 -0.02 0.00 -0.01
C -1.98960 -1.74967 4.07595 -0.02 -0.06 0.03
C -0.91480 -2.51139 4.56911 0.05 0.08 -0.03
C 0.35262 -2.26929 4.10135 -0.09 0.01 0.02
C 0.56332 -1.23425 3.18508 0.01 -0.10 0.01
N -0.42267 -0.47169 2.75311 -0.03 0.01 -0.19
C -1.69541 -0.75036 3.13911 -0.13 0.16 -0.18
C -2.74556 -0.00774 2.47924 0.19 -0.03 0.00
N -2.35374 0.85688 1.50626 0.09 -0.16 0.32
C -3.26054 1.55329 0.84874 -0.04 -0.05 -0.02
C -4.62806 1.41669 1.11407 -0.01 -0.06 0.05
C -5.04744 0.53758 2.08209 0.04 0.05 -0.03
C -4.08941 -0.20605 2.79058 0.00 -0.05 0.02
H -10.09743 -6.37054 9.40191 0.01 0.00 0.00
H -8.52308 -5.66160 9.82416 0.00 0.00 0.00
H -8.63293 -6.91482 8.55428 0.00 0.00 0.00
H -9.75162 -3.26844 6.30974 -0.02 0.00 0.00
H -7.97663 -2.11339 5.01538 0.00 0.01 -0.01
H -5.02515 -4.44677 7.06877 0.01 0.00 0.00
H -6.75613 -5.57089 8.32761 0.00 -0.02 0.01
H -3.59855 -3.43141 5.87734 -0.01 0.02 -0.01
H -1.08500 -3.29573 5.29484 -0.01 -0.02 0.00
H 1.19557 -2.85783 4.43175 0.00 -0.01 0.01
H 1.55255 -1.02282 2.80327 -0.13 -0.10 0.00
H -2.89660 2.23218 0.09185 -0.03 -0.02 0.05
H -5.33217 2.00568 0.54520 -0.01 0.01 0.00
H -6.09542 0.40188 2.31259 -0.01 -0.01 -0.01

No. 4
66
Properties=species:S:1:pos:R:3:forces:R:3 method="wB97M-V/def2-TZVPD" homo_lumo_gap_ev=3.57 e_homo_ev=-15.259 total_charge=+3
Ta -1.08165 1.16111 0.59891 0.86 -0.97 -0.44
O 2.98330 -3.72185 1.28553 -0.03 0.07 -0.01
C 2.94978 -3.09605 2.49695 0.06 -0.08 -0.01
C 3.93696 -3.45931 3.40728 -0.09 0.06 -0.01
C 3.97511 -2.86516 4.65264 0.01 -0.01 0.01
C 3.03320 -1.90500 5.01250 0.00 0.00 -0.01
C 2.05989 -1.53285 4.10753 0.04 0.01 0.00
C 2.01390 -2.11475 2.83812 0.05 -0.02 0.02
C 0.98378 -1.70601 1.83544 -0.07 0.34 -0.01
O 0.08784 -0.64851 2.36734 -0.11 -0.22 0.51
N 1.59860 -1.08026 0.70256 0.18 -0.22 -0.20
N 0.87099 -0.14951 -0.08493 0.19 0.25 0.20
C 1.54116 0.06755 -1.18730 -0.18 -0.07 -0.25
C 1.29789 1.08558 -2.12000 -0.01 -0.15 0.07
Br 0.03500 2.36291 -1.44484 -0.07 0.52 -0.20
C 1.87855 1.35692 -3.32846 0.13 -0.05 -0.05
C 2.72820 0.50717 -4.09620 -0.15 0.09 0.08
C 3.58209 1.14090 -5.02305 0.07 -0.03 -0.06
C 4.48033 0.39611 -5.75817 -0.03 0.04 0.03
C 4.50513 -0.98674 -5.61260 0.01 -0.02 -0.02
C 3.62555 -1.63558 -4.74356 -0.02 0.01 0.02
C 2.73981 -0.90080 -3.98968 0.07 -0.04 -0.03
H 2.16006 -3.62233 0.79757 0.02 -0.05 0.00
H 4.64973 -4.22076 3.12290 -0.01 -0.01 -0.02
H 4.73856 -3.16444 5.35773 0.00 0.01 0.01
H 3.05690 -1.46440 5.99889 -0.01 0.01 0.00
H 1.31293 -0.80345 4.38948 -0.01 0.00 0.01
H 0.31532 -2.51640 1.53484 0.02 -0.01 0.01
H 2.54108 -0.76288 0.89640 -0.07 0.16 0.14
H 2.40836 -0.55439 -1.39155 -0.03 -0.10 -0.02
H 1.69699 2.33954 -3.75554 0.00 0.03 0.03
H 3.55049 2.21728 -5.13653 -0.01 0.01 0.00
H 5.14857 0.88280 -6.45439 0.00 0.00 0.00
H 5.19374 -1.57308 -6.20679 0.00 0.00 0.00
H 3.62203 -2.71521 -4.68835 0.00 0.00 0.00
H 2.00248 -1.41886 -3.39086 -0.03 0.02 0.04
O -2.97318 -1.15227 -2.62189 0.02 0.04 -0.01
C -4.24724 -0.81101 -2.36462 -0.02 -0.10 -0.12
C -5.19794 -1.30817 -3.25121 0.05 0.05 0.09
C -6.53342 -1.04096 -3.05317 -0.02 0.00 -0.01
C -6.97645 -0.26806 -1.96462 0.02 0.00 -0.01
C -6.06068 0.23856 -1.09373 -0.02 -0.01 -0.02
C -4.66647 -0.00469 -1.27458 -0.18 0.09 0.19
C -3.80030 0.60510 -0.34176 0.43 -0.14 -0.22
O -2.41149 0.48648 -0.51276 -0.46 0.01 -0.22
N -4.13237 1.33590 0.68546 0.14 -0.04 0.06
N -3.00779 1.76553 1.31279 -0.66 0.28 0.19
C -3.11456 2.59124 2.30144 0.16 0.11 0.15
C -1.84140 3.02115 2.86509 -0.15 0.08 -0.16
C -1.67943 3.96131 3.85343 0.12 -0.15 0.09
C -0.37789 4.26709 4.26662 -0.09 0.04 0.03
C 0.70817 3.63301 3.68079 0.06 -0.09 -0.09
C 0.48062 2.71821 2.67064 0.00 0.08 0.13
N -0.77072 2.42630 2.25524 0.08 0.26 0.22
H -2.39033 -0.87822 -1.90987 0.01 -0.02 0.02
H -4.85930 -1.91708 -4.07732 0.01 -0.01 0.00
H -7.25701 -1.44455 -3.74947 -0.01 0.00 0.00
H -8.03063 -0.07914 -1.82497 0.00 0.00 0.00
H -6.37439 0.84121 -0.25326 0.00 0.00 0.00
H -4.08177 2.93751 2.64909 0.00 0.00 0.00
H -2.53688 4.43823 4.30867 -0.02 -0.01 -0.01
H -0.22199 4.99895 5.04941 0.00 0.00 0.00
H 1.72096 3.84286 3.99453 0.00 0.01 0.00
H 1.29768 2.19538 2.18302 0.01 0.01 0.01
O -1.81485 -1.60405 1.52965 0.02 -0.01 0.24
C -1.07160 -0.69512 1.69753 -0.28 -0.03 -0.40